C42H93AsF6O24P3S6 | ωB97M-V/def2-TZVPD

Summary:
LUMO energy: 1.610 eV
Charge: -1
Strongest force on any atom: 2.7 eV Å⁻¹
E_tot: -9710.5520 Ha
HOMO-LUMO gap: 9.4 eV

Atoms and positions in Å:
As (1.009, -0.111, 1.117)
F (0.024, -0.600, 2.480)
F (-0.370, -0.204, 0.064)
F (2.131, 0.184, -0.207)
F (2.424, -0.030, 2.143)
F (1.314, -1.837, 0.748)
F (0.866, 1.590, 1.373)
C (-3.211, -2.118, 1.742)
C (-4.508, -1.876, 0.962)
C (-4.778, -3.166, 0.179)
S (-3.152, -3.957, -0.182)
O (-2.747, -3.757, -1.567)
O (-3.130, -5.254, 0.457)
C (-2.213, -2.792, 0.800)
H (-3.437, -2.787, 2.571)
H (-2.776, -1.143, 1.963)
H (-4.445, -1.084, 0.216)
H (-5.402, -1.745, 1.570)
H (-5.249, -2.983, -0.788)
H (-5.397, -3.907, 0.685)
H (-1.818, -2.084, 0.073)
H (-1.420, -3.279, 1.357)
C (0.712, -2.903, -2.252)
C (0.034, -3.497, -3.495)
C (1.123, -3.838, -4.503)
S (2.375, -2.523, -4.301)
O (2.214, -1.510, -5.345)
O (3.713, -3.034, -4.129)
C (1.675, -1.811, -2.754)
H (1.292, -3.600, -1.649)
H (-0.010, -2.460, -1.567)
H (-0.639, -2.749, -3.924)
H (-0.607, -4.339, -3.232)
H (0.802, -4.094, -5.508)
H (1.567, -4.760, -4.110)
H (1.122, -0.898, -2.958)
H (2.513, -1.632, -2.084)
C (0.069, -4.074, 5.840)
C (-0.003, -3.321, 4.539)
C (1.258, -2.427, 4.452)
S (2.530, -3.154, 5.492)
O (2.791, -2.285, 6.623)
O (3.599, -3.637, 4.655)
C (1.521, -4.519, 6.118)
H (-0.468, -5.024, 5.792)
H (-0.255, -3.512, 6.716)
H (-0.849, -2.632, 4.555)
H (-0.095, -3.942, 3.651)
H (1.125, -1.371, 4.668)
H (1.670, -2.483, 3.444)
H (1.809, -4.623, 7.158)
H (1.763, -5.345, 5.449)
C (5.098, -3.307, -0.895)
C (4.591, -2.177, -0.006)
C (5.366, -2.153, 1.299)
S (7.050, -2.743, 0.786)
O (7.322, -3.966, 1.509)
O (8.034, -1.665, 0.763)
C (6.587, -3.064, -0.970)
H (4.553, -3.461, -1.824)
H (4.946, -4.281, -0.409)
H (3.506, -2.204, 0.090)
H (4.792, -1.234, -0.525)
H (5.074, -2.856, 2.078)
H (5.422, -1.144, 1.700)
H (7.288, -3.833, -1.289)
H (6.806, -2.110, -1.449)
C (0.500, -5.216, 0.782)
C (0.151, -6.653, 0.423)
C (0.854, -6.947, -0.887)
S (2.549, -6.223, -0.697)
O (2.873, -5.423, -1.840)
O (3.425, -7.257, -0.201)
C (2.031, -5.174, 0.727)
H (0.129, -4.923, 1.765)
H (0.109, -4.443, 0.118)
H (-0.898, -6.944, 0.432)
H (0.624, -7.282, 1.186)
H (0.425, -6.366, -1.706)
H (0.992, -7.986, -1.171)
H (2.531, -4.205, 0.733)
H (2.450, -5.649, 1.618)
C (2.921, 1.256, 5.686)
C (2.584, 2.694, 5.997)
C (3.821, 3.501, 6.329)
S (5.090, 2.776, 5.159)
O (6.188, 2.209, 5.927)
O (5.389, 3.684, 4.075)
C (4.031, 1.355, 4.622)
H (2.091, 0.761, 5.181)
H (3.236, 0.618, 6.511)
H (1.842, 2.720, 6.801)
H (2.109, 3.134, 5.115)
H (4.165, 3.252, 7.335)
H (3.843, 4.583, 6.240)
H (4.655, 0.484, 4.440)
H (3.560, 1.608, 3.670)
C (0.748, 3.137, -3.094)
C (0.302, 3.261, -1.658)
O (-0.873, 4.034, -1.438)
P (-0.732, 5.589, -1.041)
O (-0.084, 6.407, -2.082)
O (0.045, 5.573, 0.353)
C (-0.439, 4.739, 1.429)
C (0.676, 4.623, 2.446)
O (-2.225, 6.042, -0.631)
C (-3.071, 6.530, -1.691)
C (-3.178, 8.046, -1.451)
H (-0.100, 3.186, -3.778)
H (1.487, 3.887, -3.378)
H (1.234, 2.172, -3.253)
H (0.079, 2.257, -1.282)
H (1.175, 3.501, -1.042)
H (-1.372, 5.038, 1.907)
H (-0.574, 3.740, 1.002)
H (0.512, 3.782, 3.120)
H (1.620, 4.523, 1.913)
H (0.698, 5.515, 3.079)
H (-2.681, 6.277, -2.677)
H (-4.071, 6.089, -1.674)
H (-3.899, 8.479, -2.149)
H (-3.522, 8.161, -0.427)
H (-2.202, 8.470, -1.678)
C (-3.840, 2.514, -0.909)
C (-3.012, 2.315, 0.374)
O (-3.918, 2.233, 1.468)
P (-3.900, 3.250, 2.723)
O (-5.067, 3.129, 3.598)
O (-2.476, 3.012, 3.402)
C (-2.085, 1.699, 3.798)
C (-0.869, 1.785, 4.712)
O (-3.658, 4.651, 1.999)
C (-4.623, 5.526, 1.423)
C (-4.601, 6.892, 2.087)
H (-4.199, 1.539, -1.250)
H (-4.760, 3.050, -0.675)
H (-3.286, 2.963, -1.732)
H (-2.490, 1.355, 0.323)
H (-2.267, 3.101, 0.509)
H (-2.904, 1.205, 4.329)
H (-1.839, 1.063, 2.944)
H (-1.059, 1.033, 5.486)
H (0.012, 1.375, 4.216)
H (-0.645, 2.720, 5.216)
H (-4.337, 5.541, 0.369)
H (-5.635, 5.115, 1.470)
H (-3.682, 7.431, 1.857)
H (-5.511, 7.455, 1.892)
H (-4.570, 6.770, 3.174)
C (-2.106, 2.795, -8.610)
C (-2.848, 1.815, -7.716)
O (-2.035, 1.497, -6.586)
P (-2.289, 0.087, -5.899)
O (-3.696, -0.225, -5.572)
O (-1.544, -0.978, -6.820)
C (-0.172, -0.712, -7.211)
C (-0.125, -0.559, -8.736)
O (-1.353, 0.130, -4.612)
C (-1.804, 0.621, -3.349)
C (-2.224, -0.528, -2.461)
H (-2.421, 2.761, -9.654)
H (-2.215, 3.814, -8.240)
H (-1.040, 2.558, -8.662)
H (-3.807, 2.268, -7.470)
H (-3.007, 0.921, -8.324)
H (0.156, 0.200, -6.708)
H (0.506, -1.466, -6.817)
H (-0.982, 0.046, -9.022)
H (0.778, -0.035, -9.052)
H (-0.121, -1.550, -9.184)
H (-1.004, 1.229, -2.936)
H (-2.681, 1.259, -3.494)
H (-3.074, -1.013, -2.950)
H (-1.411, -1.251, -2.413)
H (-2.584, -0.273, -1.465)

Atom charges from the Mulliken analysis, given in e for atoms 1 to 99: number 1, As, carries 2.435; number 2, F, carries -0.521; number 3, F, carries -0.409; number 4, F, carries -0.506; number 5, F, carries -0.520; number 6, F, carries -0.499; number 7, F, carries -0.449; number 8, C, carries 0.313; number 9, C, carries -0.190; number 10, C, carries -1.055; number 11, S, carries 1.286; number 12, O, carries -0.595; number 13, O, carries -0.718; number 14, C, carries 1.045; number 15, H, carries 0.583; number 16, H, carries -0.694; number 17, H, carries -0.308; number 18, H, carries 0.616; number 19, H, carries 0.489; number 20, H, carries 0.375; number 21, H, carries -0.919; number 22, H, carries -0.414; number 23, C, carries 3.531; number 24, C, carries -0.208; number 25, C, carries -1.010; number 26, S, carries 1.116; number 27, O, carries -0.715; number 28, O, carries -0.720; number 29, C, carries 0.219; number 30, H, carries -1.187; number 31, H, carries -1.972; number 32, H, carries -0.249; number 33, H, carries 0.507; number 34, H, carries 0.571; number 35, H, carries 0.379; number 36, H, carries -0.128; number 37, H, carries -0.076; number 38, C, carries -0.812; number 39, C, carries 0.404; number 40, C, carries 1.313; number 41, S, carries 1.267; number 42, O, carries -0.690; number 43, O, carries -0.628; number 44, C, carries -0.908; number 45, H, carries 0.377; number 46, H, carries 0.355; number 47, H, carries 0.223; number 48, H, carries -0.611; number 49, H, carries -0.583; number 50, H, carries -0.568; number 51, H, carries 0.480; number 52, H, carries 0.332; number 53, C, carries 0.100; number 54, C, carries 1.038; number 55, C, carries -0.740; number 56, S, carries 1.129; number 57, O, carries -0.655; number 58, O, carries -0.697; number 59, C, carries -1.044; number 60, H, carries 0.066; number 61, H, carries -0.001; number 62, H, carries -1.358; number 63, H, carries 0.561; number 64, H, carries 0.271; number 65, H, carries 0.402; number 66, H, carries 0.522; number 67, H, carries 0.394; number 68, C, carries 1.975; number 69, C, carries -0.978; number 70, C, carries -0.598; number 71, S, carries 0.961; number 72, O, carries -0.448; number 73, O, carries -0.745; number 74, C, carries 0.029; number 75, H, carries -0.622; number 76, H, carries -1.118; number 77, H, carries 0.459; number 78, H, carries 0.345; number 79, H, carries 0.079; number 80, H, carries 0.549; number 81, H, carries -0.728; number 82, H, carries 0.736; number 83, C, carries 0.796; number 84, C, carries -0.093; number 85, C, carries -0.932; number 86, S, carries 1.138; number 87, O, carries -0.680; number 88, O, carries -0.654; number 89, C, carries -0.711; number 90, H, carries -1.049; number 91, H, carries 0.389; number 92, H, carries 0.495; number 93, H, carries -0.172; number 94, H, carries 0.381; number 95, H, carries 0.463; number 96, H, carries 0.520; number 97, H, carries 0.140; number 98, C, carries -1.806; number 99, C, carries 0.736

=====

C4H14N4 | ωB97M-V/def2-TZVPD

Summary:
LUMO energy: -8.044 eV
Charge: +2
Strongest force on any atom: 5.8 eV Å⁻¹
E_tot: -379.1198 Ha
HOMO-LUMO gap: 9.0 eV
Relative energy (zero: lowest compared OMol25 entry of this formula, charge and spin): 3.433 eV

Atoms and positions in Å:
C (5.704, 0.040, -0.045)
C (5.528, 1.453, -0.029)
C (5.813, -0.731, -1.252)
C (-9.592, 0.223, -0.914)
N (5.704, -0.564, 1.072)
N (-10.654, 0.888, 1.155)
N (6.026, -2.139, 1.234)
N (-10.660, 0.720, -0.085)
H (5.178, 1.771, 0.978)
H (4.799, 1.833, -0.787)
H (6.550, 1.898, -0.152)
H (4.895, -0.558, -1.734)
H (6.105, -1.697, -0.884)
H (6.419, -0.301, -2.131)
H (-9.708, 0.648, -1.906)
H (-8.592, 0.596, -0.536)
H (-9.657, -0.922, -0.861)
H (5.714, -0.140, 1.927)
H (-10.039, 0.368, 1.736)
H (6.769, -2.099, 1.907)
H (5.204, -2.484, 1.731)
H (-11.504, 1.199, -0.425)

In elementary charge units, the Mulliken charges are: number 1, C, carries 0.986; number 2, C, carries -1.151; number 3, C, carries -1.145; number 4, C, carries -0.636; number 5, N, carries -0.126; number 6, N, carries -0.378; number 7, N, carries -0.513; number 8, N, carries 0.366; number 9, H, carries 0.332; number 10, H, carries 0.355; number 11, H, carries 0.308; number 12, H, carries 0.329; number 13, H, carries 0.474; number 14, H, carries 0.345; number 15, H, carries 0.335; number 16, H, carries 0.310; number 17, H, carries 0.314; number 18, H, carries 0.220; number 19, H, carries 0.307; number 20, H, carries 0.292; number 21, H, carries 0.296; number 22, H, carries 0.382

=====

C3H10N2OS | ωB97M-V/def2-TZVPD

Summary:
LUMO energy: 0.470 eV
Charge: 0
Strongest force on any atom: 3.5 eV Å⁻¹
E_tot: -703.0736 Ha
HOMO-LUMO gap: 8.7 eV
Relative energy (zero: lowest compared OMol25 entry of this formula, charge and spin): 5.421 eV

Atoms and positions in Å:
C (0.871, 1.405, 1.842)
C (1.058, -0.510, -0.818)
C (-0.311, 0.737, 1.173)
N (-1.385, -1.742, -0.708)
N (-2.037, -1.984, -1.696)
O (0.412, 2.189, -0.995)
S (-0.155, 0.863, -0.695)
H (1.236, 0.922, 2.732)
H (1.729, 1.653, 1.261)
H (0.643, 2.320, 2.253)
H (0.968, -1.182, 0.041)
H (0.695, -1.045, -1.759)
H (2.167, -0.179, -0.849)
H (-1.197, 1.273, 1.380)
H (-0.370, -0.436, 1.363)
H (-2.439, -2.848, -1.919)
H (-1.884, -1.437, -2.605)

In elementary charge units, the Mulliken charges are: number 1, C, carries -1.211; number 2, C, carries -0.901; number 3, C, carries -0.452; number 4, N, carries -0.362; number 5, N, carries -0.014; number 6, O, carries -0.625; number 7, S, carries 0.446; number 8, H, carries 0.361; number 9, H, carries 0.301; number 10, H, carries 0.394; number 11, H, carries 0.332; number 12, H, carries 0.253; number 13, H, carries 0.312; number 14, H, carries 0.457; number 15, H, carries 0.283; number 16, H, carries 0.218; number 17, H, carries 0.209

=====

> What is the formula in the second record?

C4H14N4

=====

> Number 2 is which compound?

C4H14N4

=====

> Which formula does entry 3 have?

C3H10N2OS